{
  "formula": "C12H25LuN2O2P2S",
  "method": "wB97M-V/def2-TZVPD",
  "symbols": ["C", "C", "N", "C", "C", "C", "C", "P", "Lu", "P", "C", "O", "O", "H", "H", "H", "C", "C", "H", "H", "H", "H", "C", "C", "H", "H", "H", "H", "H", "H", "H", "H", "H", "H", "H", "H", "H", "H", "H", "H", "H", "H", "S", "C", "N"],
  "coordinates": [[-0.826, 0.941, -3.399], [-0.845, 0.410, -2.081], [-0.091, 0.985, -1.088], [0.812, 1.979, -1.381], [0.911, 2.520, -2.688], [0.060, 1.992, -3.681], [-1.716, -0.793, -1.744], [-2.215, -0.884, 0.052], [0.129, -0.235, 0.783], [2.105, 1.338, 1.093], [1.646, 2.555, -0.235], [-0.546, -3.531, -2.041], [0.494, -3.792, 0.405], [-1.504, 0.517, -4.134], [1.615, 3.327, -2.861], [0.098, 2.414, -4.695], [-3.618, 0.219, 0.407], [-2.670, -2.601, 0.482], [2.613, 2.980, -0.555], [1.052, 3.327, 0.306], [-1.209, -1.786, -1.973], [-2.696, -0.740, -2.252], [2.365, 2.220, 2.664], [3.649, 0.477, 0.635], [0.853, -2.848, 0.347], [0.329, -3.959, 1.356], [-0.193, -3.860, -1.179], [0.223, -3.567, -2.645], [-0.746, 1.143, 2.110], [1.141, -1.559, 0.075], [-4.512, -0.143, -0.137], [-3.788, 0.224, 1.503], [-3.351, 1.249, 0.105], [-3.533, -2.913, -0.129], [-1.804, -3.263, 0.307], [-2.907, -2.645, 1.561], [4.477, 1.205, 0.602], [3.826, -0.312, 1.389], [3.485, -0.026, -0.333], [3.232, 2.895, 2.569], [1.454, 2.780, 2.920], [2.518, 1.487, 3.470], [-0.293, 0.209, 3.214], [-0.057, 0.074, 4.860], [0.033, -0.009, 6.016]],
  "homo_energy_ev": [-4.663, -4.662],
  "total_charge": 0
}